--- A ---
ORCA calculation (wB97M-V/def2-TZVPD) on one molecule with the formula C3H4O2S.

Structure (ORCA input):
```
! wB97M-V def2-TZVPD RIJCOSX def2/J DEFGRID3
* xyz 0 1
S -2.78 0.61 0.56
O -1.21 -1.47 0.22
O -0.47 0.49 -0.65
C 1.77 -0.23 0.18
C -1.40 -0.32 0.02
C 0.89 0.50 -0.70
H 2.58 0.52 0.43
H 2.05 -1.12 -0.61
H 1.27 -0.57 1.02
H -2.70 1.58 -0.46
*
```

* LUMO energy: 0.24 eV

--- B ---
ORCA calculation (wB97M-V/def2-TZVPD) on one molecule with the formula C3H4O2S.

Structure (ORCA input):
```
! wB97M-V def2-TZVPD RIJCOSX def2/J DEFGRID3
* xyz 0 1
S -1.55 1.83 -0.01
O -2.58 -0.95 0.10
O 1.49 1.46 0.15
C 0.75 0.28 -0.06
C -0.63 0.31 -0.16
C -1.38 -0.96 -0.03
H -2.86 1.22 -0.20
H -0.83 -1.93 0.06
H 1.42 -0.57 -0.28
H 2.49 1.35 0.02
*
```

* SMILES: O=C/C(S)=C/O
* LUMO energy: 0.32 eV

The relative energies come out as A 55.7; B 0.0, with values in kcal/mol.